Entry 1:
18
Properties=species:S:1:pos:R:3 method="wB97M-V/def2-TZVPD" multiplicity=1 smiles="CC(C)C=O.C=N" charge=0
C 1.399 1.129 0.220
C 0.816 -0.265 0.401
C 1.577 -1.110 1.431
C -0.637 -0.210 0.806
O -1.238 0.787 1.136
H 1.350 1.695 1.156
H 0.832 1.679 -0.537
H 2.446 1.071 -0.097
H 0.825 -0.796 -0.560
H 2.608 -1.276 1.103
H 1.608 -0.606 2.404
H 1.109 -2.091 1.573
H -1.149 -1.200 0.817
C -2.605 0.310 -1.718
N -1.383 0.121 -2.000
H -3.418 0.297 -2.453
H -2.873 0.500 -0.677
H -1.265 -0.033 -3.004

Entry 2:
23
Properties=species:S:1:pos:R:3 method="wB97M-V/def2-TZVPD" multiplicity=1 smiles="C=C(N)CCC.O.O" charge=0
C -0.905 0.770 -0.894
C 0.394 0.714 -1.037
N 1.051 -0.072 -2.053
C 1.474 1.456 -0.335
C 1.150 1.649 1.182
C 1.394 0.379 1.932
H -1.317 1.238 0.045
H -1.814 0.461 -1.479
H 1.957 0.346 -2.366
H 0.602 -0.654 -2.659
H 1.761 2.529 -0.666
H 2.516 0.973 -0.466
H 0.131 1.942 1.396
H 1.766 2.432 1.599
H 0.764 -0.551 1.720
H 1.487 0.459 2.953
H 2.431 -0.064 1.638
O -0.618 -2.461 0.002
H -0.244 -1.685 -0.298
H -0.134 -3.097 -0.483
O -3.415 -1.346 0.861
H -2.859 -0.942 0.267
H -3.183 -2.232 1.185

Entry 3:
15
Properties=species:S:1:pos:R:3 method="wB97M-V/def2-TZVPD" multiplicity=1 charge=0
C -2.450 0.046 -0.343
C 2.415 -1.052 -0.637
C 1.024 0.735 0.256
C -2.456 -1.227 0.385
C 0.515 2.135 0.271
N -2.391 1.127 -0.738
N 1.778 -0.030 -0.257
H 1.941 -1.960 -0.917
H 3.409 -0.899 -0.347
H -1.760 -1.289 1.128
H -2.371 -2.021 -0.237
H -3.389 -1.434 0.759
H -0.196 2.393 0.972
H 0.252 2.447 -0.758
H 1.361 2.611 0.507

Entry 4:
18
Properties=species:S:1:pos:R:3 method="wB97M-V/def2-TZVPD" multiplicity=1 charge=0
O -1.111 -1.251 -1.284
C -0.631 -0.498 -0.447
O 0.498 0.116 -0.786
C 1.710 0.036 -0.013
C -1.341 -0.151 0.904
H -0.549 0.115 1.638
C -2.211 1.103 0.670
H -1.701 2.048 0.913
H -2.512 1.155 -0.387
H -3.111 1.022 1.296
C 2.861 -0.008 -0.989
H 1.678 -0.872 0.605
H 1.783 0.908 0.648
H 2.966 -1.012 -1.421
H 3.792 0.243 -0.464
H 2.711 0.715 -1.802
Tl -2.800 -2.407 -0.351
O -2.033 -1.261 1.270

Entry 5:
94
Properties=species:S:1:pos:R:3 method="wB97M-V/def2-TZVPD" multiplicity=1 charge=+2
In -0.890 0.761 1.006
C 2.186 -1.579 3.789
C 1.416 -0.581 2.987
N 0.143 -0.524 2.903
N -0.634 -1.403 3.577
C -1.969 -1.161 3.662
N -2.664 -1.957 4.465
S -2.701 0.110 2.842
C 2.106 0.512 2.253
C 3.422 0.854 2.509
C 3.974 1.933 1.832
C 3.196 2.624 0.922
C 1.883 2.222 0.730
N 1.357 1.193 1.381
H 2.208 -1.295 4.844
H 1.743 -2.572 3.705
H 3.208 -1.661 3.432
H -0.215 -2.185 4.063
H -2.267 -2.793 4.865
H -3.669 -1.908 4.418
H 4.009 0.301 3.226
H 4.998 2.225 2.019
H 3.587 3.470 0.375
H 1.217 2.740 0.049
F -6.129 0.675 0.413
C -5.605 0.570 -0.796
F -5.686 1.750 -1.411
F -6.259 -0.339 -1.496
S -3.817 0.125 -0.693
O -3.325 0.049 -2.039
O -3.232 1.163 0.147
N -3.950 -1.245 0.074
S -2.704 -2.140 0.354
O -1.432 -1.415 0.184
O -2.852 -2.920 1.539
C -2.708 -3.398 -1.019
F -3.006 -2.836 -2.181
F -1.502 -3.959 -1.101
F -3.604 -4.327 -0.742
C -1.036 1.803 -3.725
As -0.189 0.630 -2.479
C 1.691 0.825 -2.789
C -0.679 -1.162 -2.921
O -0.525 1.251 -0.947
H -0.881 1.421 -4.735
H -0.566 2.780 -3.629
H -2.099 1.861 -3.508
H 1.876 0.784 -3.864
H 2.223 0.024 -2.282
H 2.009 1.793 -2.404
H 0.026 -1.474 -3.693
H -1.697 -1.170 -3.299
H -0.576 -1.795 -2.050
O 1.497 -1.114 -0.495
S 1.941 -2.370 0.194
C 1.912 -3.701 -0.983
C 2.431 -3.518 -2.259
C 2.385 -4.569 -3.156
C 1.842 -5.790 -2.768
C 1.335 -5.963 -1.491
C 1.361 -4.907 -0.588
C 3.713 -2.213 0.368
C 4.416 -3.216 1.024
C 5.784 -3.079 1.189
C 6.436 -1.952 0.699
C 5.721 -0.960 0.048
C 4.347 -1.083 -0.117
H 2.867 -2.566 -2.537
H 2.783 -4.447 -4.153
H 1.817 -6.611 -3.471
H 0.907 -6.912 -1.200
H 0.943 -5.019 0.404
H 3.907 -4.101 1.385
H 6.346 -3.856 1.690
H 7.505 -1.856 0.821
H 6.233 -0.089 -0.337
H 3.764 -0.313 -0.605
C -4.934 6.294 1.495
C -3.761 5.662 0.832
C -3.336 5.910 -0.445
C -2.225 5.203 -0.927
N -1.557 4.317 -0.188
C -1.975 4.083 1.045
S -1.195 3.042 2.171
N -3.060 4.746 1.535
C -1.747 5.421 -2.321
H -5.272 7.157 0.928
H -4.687 6.611 2.507
H -5.755 5.577 1.553
H -3.847 6.634 -1.059
H -3.341 4.519 2.482
H -1.992 6.419 -2.677
H -2.245 4.704 -2.976
H -0.674 5.255 -2.379

Entry 6:
11
Properties=species:S:1:pos:R:3 method="wB97M-V/def2-TZVPD" multiplicity=1 smiles="CC(=S)CO" charge=0
C 0.450 1.292 -0.047
C 0.809 -0.220 -0.070
S 2.385 -0.709 -0.185
C -0.483 -1.047 0.287
O -1.721 -0.622 -0.360
H -0.734 1.188 -0.432
H 0.426 1.797 1.095
H 1.343 1.921 -0.502
H -0.187 -2.072 0.161
H -0.826 -0.973 1.357
H -1.461 -0.556 -1.304

The records above yield DFT total energy values of -327.06736 -404.66695 -304.67972 -594.09152 -7053.87536 -591.24232 a.u., respectively.
The records above yield energy above the lowest of the compared OMol25 structures with the same formula, charge and spin values of 168.0 231.4 409.0 0.0 0.0 238.1 kJ/mol, respectively.
The records above yield Kohn-Sham gap values of 10.515 9.515 7.677 8.815 7.930 8.221 eV, respectively.